Here is the ion C5H16N3 with charge +1 in a non-equilibrium geometry from the Open Molecules 2025 dataset. Energies are from ωB97M-V with the def2-TZVPD basis set.

Positions of all 24 atoms, in Å:
1 C -2.435 2.482 2.111
2 N -1.861 1.236 1.607
3 C -0.880 1.398 0.534
4 C 0.157 0.323 0.669
5 N 0.672 -0.078 -0.685
6 C 1.894 -0.930 -0.588
7 C 1.527 -2.354 -1.138
8 N 0.686 -2.161 -2.327
9 H -2.271 3.252 1.349
10 H -1.971 2.828 3.053
11 H -3.495 2.513 2.375
12 H -1.485 0.715 2.385
13 H -0.438 2.406 0.519
14 H -1.439 1.313 -0.408
15 H -0.246 -0.526 1.196
16 H 1.052 0.477 1.262
17 H 0.856 0.669 -1.337
18 H 2.045 -1.115 0.480
19 H 2.708 -0.467 -1.155
20 H 1.040 -3.020 -0.429
21 H 2.461 -2.797 -1.501
22 H -0.264 -1.802 -2.173
23 H 1.097 -1.384 -2.861
24 H 0.590 -2.975 -2.938

SMILES string   CNCCNCC[NH3+]
Lowest unoccupied orbital energy   -3.512 eV
Gap between HOMO and LUMO   7.837 eV
Total charge   +1

Here is a cluster of 2 separate species, C5H16N3 in total in a non-equilibrium geometry from the Open Molecules 2025 dataset. Energies are from ωB97M-V with the def2-TZVPD basis set.

Positions of all 24 atoms, in Å:
1 C 2.393 -0.446 1.278
2 C 3.640 0.309 1.016
3 C -0.192 -0.105 1.463
4 N 1.147 0.398 1.319
5 N -0.515 -1.210 2.109
6 N -1.125 0.589 0.672
7 H 2.052 -1.195 0.393
8 H 2.437 -1.113 2.186
9 H 4.485 -0.351 0.817
10 H 3.912 1.055 1.714
11 H 1.084 1.494 1.072
12 H 0.154 -1.507 2.864
13 H -1.521 -1.344 2.311
14 H -0.878 1.101 -0.111
15 H -1.843 -0.008 0.309
16 H 3.596 0.904 -0.001
17 C -2.673 -0.463 -2.247
18 C -1.976 0.818 -2.533
19 H -2.267 -1.146 -1.519
20 H -3.616 -0.163 -1.751
21 H -2.927 -1.170 -3.127
22 H -1.000 0.893 -3.122
23 H -2.411 1.228 -3.415
24 H -1.956 1.433 -1.699

Lowest unoccupied orbital energy   -3.348 eV
Gap between HOMO and LUMO   10.697 eV
Total charge   +1

Computed energy above the lowest of the compared OMol25 structures with the same formula, charge and spin (eV) in order:
2.607; 2.676
Computed energy (a.u.) in order:
-364.079561; -364.077026